[1]
A cluster of 22 separate species, C39H67Cl42N2O6S2 in total. Source: the Open Molecules 2025 dataset; level of theory: ωB97M-V/def2-TZVPD.

Positions of all 158 atoms, in Å:
1 O 5.470 -1.577 1.773
2 C 4.743 -0.891 0.991
3 O 5.298 0.119 0.175
4 C 6.418 0.759 0.845
5 C 7.192 1.743 -0.336
6 C 8.586 2.497 0.220
7 O 7.186 3.230 -0.050
8 C 3.179 -1.264 1.034
9 C 2.618 -1.606 2.460
10 C 1.137 -2.020 2.572
11 N 0.263 -2.106 1.398
12 C -1.141 -2.573 1.681
13 C -2.018 -1.542 2.539
14 C -2.799 -0.545 1.509
15 S -4.378 -1.464 1.061
16 C -5.552 -0.304 0.236
17 S -6.641 -0.904 -0.903
18 N -5.609 1.156 0.495
19 C -4.465 1.891 -0.110
20 C -4.954 3.443 -0.243
21 O -5.810 3.800 0.871
22 C -5.464 3.082 2.077
23 C -5.737 1.476 1.947
24 C 0.755 -1.758 0.081
25 C -0.229 -1.832 -1.206
26 O 0.593 -2.026 -2.403
27 O -0.130 -1.686 -3.512
28 C 2.244 -1.317 -0.194
29 H 6.103 1.474 1.675
30 H 7.285 0.068 1.106
31 H 7.185 1.359 -1.474
32 H 9.385 2.761 -0.563
33 H 8.594 2.841 1.310
34 H 3.306 -1.544 3.375
35 H 0.716 -2.284 3.612
36 H -1.720 -2.898 0.751
37 H -1.028 -3.525 2.332
38 H -1.456 -0.987 3.363
39 H -2.860 -2.167 3.034
40 H -2.195 -0.369 0.557
41 H -2.988 0.432 2.066
42 H -4.127 1.468 -1.128
43 H -3.517 1.918 0.544
44 H -5.631 3.454 -1.182
45 H -4.086 4.164 -0.431
46 H -4.356 3.252 2.309
47 H -6.052 3.417 3.005
48 H -4.976 0.953 2.626
49 H -6.788 1.196 2.310
50 H -0.850 -0.878 -1.326
51 H -0.914 -2.764 -1.159
52 H -1.104 -1.802 -3.346
53 H 2.616 -1.066 -1.241
54 C -1.319 -5.955 -1.237
55 Cl -2.221 -4.607 -0.525
56 Cl -2.377 -6.992 -2.198
57 H -0.535 -5.556 -1.880
58 H -0.876 -6.545 -0.436
59 C -5.043 -4.422 -2.884
60 Cl -3.841 -3.297 -3.533
61 Cl -5.811 -5.351 -4.175
62 H -4.549 -5.109 -2.199
63 H -5.807 -3.855 -2.352
64 C -3.390 -8.389 1.064
65 Cl -2.710 -9.938 1.572
66 Cl -2.576 -7.037 1.867
67 H -3.267 -8.284 -0.013
68 H -4.449 -8.366 1.318
69 C -4.338 0.259 -4.232
70 Cl -4.084 1.831 -4.995
71 Cl -3.149 -0.028 -2.950
72 H -5.342 0.232 -3.800
73 H -4.239 -0.521 -4.985
74 C -8.626 -1.817 -4.302
75 Cl -7.051 -1.025 -4.448
76 Cl -8.494 -3.346 -3.426
77 H -9.304 -1.158 -3.763
78 H -9.017 -2.013 -5.299
79 C 8.021 4.755 3.814
80 Cl 9.226 3.576 3.278
81 Cl 6.754 3.981 4.774
82 H 8.514 5.515 4.421
83 H 7.569 5.220 2.939
84 C -6.619 4.832 -5.312
85 Cl -5.940 5.395 -3.781
86 Cl -7.410 3.263 -5.122
87 H -7.352 5.557 -5.663
88 H -5.816 4.737 -6.042
89 C 3.211 -2.202 -4.434
90 Cl 4.341 -2.041 -3.081
91 Cl 3.642 -3.570 -5.465
92 H 2.208 -2.358 -4.040
93 H 3.237 -1.289 -5.027
94 C -2.586 4.838 4.397
95 Cl -1.851 4.774 2.790
96 Cl -3.414 3.324 4.782
97 H -1.806 5.013 5.137
98 H -3.309 5.653 4.424
99 C -0.867 2.630 -7.389
100 Cl -0.639 1.143 -6.459
101 Cl -2.583 3.009 -7.578
102 H -0.379 3.451 -6.867
103 H -0.422 2.502 -8.374
104 C -8.157 -0.110 4.975
105 Cl -7.407 -0.588 3.447
106 Cl -7.497 1.424 5.557
107 H -9.229 0.001 4.823
108 H -7.967 -0.882 5.719
109 C -6.610 -8.289 3.428
110 Cl -7.923 -9.148 4.240
111 Cl -6.712 -8.477 1.673
112 H -6.675 -7.230 3.675
113 H -5.658 -8.690 3.772
114 C 12.458 4.769 4.341
115 Cl 13.167 4.308 2.789
116 Cl 13.088 6.323 4.897
117 H 11.379 4.846 4.228
118 H 12.698 4.005 5.080
119 C 10.116 9.067 4.575
120 Cl 10.804 9.020 2.948
121 Cl 9.331 7.532 4.980
122 H 10.913 9.258 5.291
123 H 9.376 9.865 4.624
124 C -6.797 -10.122 -2.131
125 Cl -6.568 -8.511 -2.827
126 Cl -5.611 -10.441 -0.859
127 H -7.798 -10.186 -1.706
128 H -6.682 -10.867 -2.917
129 C 6.588 5.411 -2.577
130 Cl 7.739 6.545 -3.294
131 Cl 5.783 4.443 -3.819
132 H 7.121 4.745 -1.899
133 H 5.836 5.973 -2.025
134 C 11.717 6.133 -2.707
135 Cl 12.924 4.960 -3.247
136 Cl 10.455 5.355 -1.745
137 H 12.208 6.891 -2.098
138 H 11.260 6.599 -3.579
139 C -8.742 -13.612 -1.762
140 Cl -9.980 -13.729 -3.018
141 Cl -8.766 -12.023 -0.987
142 H -8.929 -14.376 -1.009
143 H -7.764 -13.771 -2.213
144 C 14.897 9.804 6.103
145 Cl 13.619 9.622 4.894
146 Cl 14.864 11.414 6.830
147 H 14.753 9.059 6.884
148 H 15.862 9.652 5.621
149 C 9.816 11.311 -0.437
150 Cl 11.023 10.130 -0.961
151 Cl 8.549 10.544 0.528
152 H 10.306 12.074 0.165
153 H 9.363 11.768 -1.316
154 C -12.367 -9.666 -0.492
155 Cl -11.257 -9.542 0.878
156 Cl -11.937 -11.020 -1.543
157 H -13.378 -9.817 -0.117
158 H -12.322 -8.743 -1.069

Results
HOMO   -10.42 eV
HOMO-LUMO gap   5.831 eV
Total charge   +1


[2]
A cluster of 2 separate species, H2N2O4S in total. Source: the Open Molecules 2025 dataset; level of theory: ωB97M-V/def2-TZVPD.

Positions of all 9 atoms, in Å:
1 N -2.685 0.041 0.256
2 N -1.864 -0.268 0.951
3 O -3.466 0.489 -0.465
4 O 2.209 -0.614 -0.284
5 O 0.902 1.157 0.609
6 O -0.072 -0.117 -1.361
7 S 0.577 -0.316 -0.114
8 H 2.642 -1.458 -0.609
9 H 1.758 1.086 1.017

Results
HOMO   -10.18 eV
Energy above the lowest of the compared OMol25 structures with the same formula, charge and spin   29.6 kJ/mol
HOMO-LUMO gap   10.576 eV


> Which of these has the highest HOMO?

H2N2O4S